No. 1
Density functional theory data (the ωB97M-V functional and the def2-TZVPD basis) for a cluster of 2 separate species, H4O2 in total.

Results
Energy above the lowest of the compared OMol25 structures with the same formula, charge and spin in kcal/mol: 12.0
2S+1: 1
Orbital gap in Ha: 0.4214
F_max in eV/Å: 3.78
Molecular weight in g mol⁻¹: 36.0

The geometry in XYZ format:
```
6
Properties=species:S:1:pos:R:3:nbo_charge:R:1
H 1.00558 0.07020 -1.33788 0.474
H 0.03062 -1.18953 -1.25147 0.485
H -0.07386 0.84184 0.55392 0.495
H -0.31690 0.02727 2.02220 0.471
O 0.09336 -0.24177 -1.27425 -0.952
O -0.73881 0.49199 1.28748 -0.972
```

=====

No. 2
Density functional theory data (the ωB97M-V functional and the def2-TZVPD basis) for the molecule C5H8N2O2.

Results
Energy above the lowest of the compared OMol25 structures with the same formula, charge and spin in kcal/mol: 88.3
2S+1: 1
Orbital gap in Ha: 0.3519
F_max in eV/Å: 4.27
Molecular weight in g mol⁻¹: 128.1

The geometry in XYZ format:
```
17
Properties=species:S:1:pos:R:3:nbo_charge:R:1
C 0.31272 1.43143 -0.19949 -0.258
C -0.74566 0.66426 -0.11548 -0.001
C 1.66509 0.77652 -0.15319 0.618
C -0.45062 -0.74356 0.10791 0.275
C -2.17039 1.12732 -0.05104 -0.645
N 1.31311 -0.54552 -0.04401 -0.331
N 1.99265 -1.76302 0.13389 -0.662
O 2.70875 1.36209 -0.26527 -0.596
O -1.20074 -1.67425 -0.53253 -0.645
H 0.26737 2.53278 -0.35753 0.221
H -0.55238 -0.93845 1.09897 0.155
H -2.80937 0.46254 0.46656 0.221
H -2.59329 1.30498 -1.03451 0.233
H -2.13042 2.11486 0.43594 0.226
H 2.42661 -1.89358 1.14541 0.343
H 2.81295 -1.79199 -0.48504 0.367
H -0.84638 -2.42640 -0.15059 0.481
```

=====

No. 3
Density functional theory data (the ωB97M-V functional and the def2-TZVPD basis) for the molecule C22H27FN2O2.

Results
Energy above the lowest of the compared OMol25 structures with the same formula, charge and spin in kcal/mol: 415.1
2S+1: 1
Orbital gap in Ha: 0.2795
F_max in eV/Å: 14.75
Molecular weight in g mol⁻¹: 370.5

The geometry in XYZ format:
```
54
Properties=species:S:1:pos:R:3:nbo_charge:R:1
O 2.82522 -0.17054 -2.49243 -0.701
C 1.69731 -0.27363 -1.74414 0.128
C 0.94829 1.10265 -1.47065 -0.136
O 0.60830 1.46950 -2.69654 -0.475
C 0.08870 2.56418 -2.87346 0.403
C -0.13926 3.46645 -1.55529 -0.317
C -0.66716 4.73738 -1.63682 -0.179
C -1.29509 5.05742 -3.08388 -0.015
C -1.04924 4.22821 -4.14388 -0.030
C -0.35210 3.10812 -4.01871 -0.309
H -0.36536 2.45671 -4.68919 0.200
C -1.61199 4.85156 -5.34644 -0.434
H -2.33189 4.43647 -5.81844 0.211
H -0.86904 4.90757 -6.17559 0.214
C -1.70048 6.35269 -5.05411 -0.339
H -0.65406 7.00254 -5.05906 0.181
H -2.30668 6.95251 -5.55335 0.196
C -1.81773 6.42248 -3.39136 -0.425
H -3.10229 6.41981 -3.29953 0.174
H -1.49467 7.35424 -2.83360 0.232
H -1.06640 5.26796 -0.93310 0.189
H 0.03118 3.21276 -0.38782 0.224
H 1.72044 1.71921 -0.88018 0.190
H 0.25901 0.92882 -0.49375 0.226
C 1.97505 -1.10081 -0.43569 -0.228
N 1.18676 -0.99163 0.64776 -0.511
C 0.44325 -2.18062 0.42823 -0.243
C -1.00560 -2.01990 1.55621 -0.168
N -0.21447 -2.13766 2.99856 -0.425
C -0.07868 -3.29742 3.52908 0.117
C -1.31064 -4.28925 3.57168 0.398
C -1.11824 -5.60255 4.16241 -0.305
C 0.04437 -5.77357 4.91848 -0.230
C 1.22661 -4.97199 4.85874 -0.175
C 1.07928 -3.75304 4.22269 -0.291
H 1.69113 -2.94760 4.30249 0.182
H 1.95560 -5.22422 5.29780 0.169
H 0.24973 -6.59034 5.62231 0.204
H -1.97298 -6.15295 4.26728 0.214
F -2.44922 -4.02051 3.15850 -0.293
C 0.80309 -0.94184 3.09585 -0.292
C 1.83977 -1.09236 2.30682 -0.186
H 2.53447 -0.37294 2.24468 0.213
H 2.51098 -2.13961 2.15311 0.217
H 0.99118 -1.21896 4.12322 0.251
H 0.18342 -0.03907 2.79936 0.243
H -1.44701 -2.79908 1.30280 0.172
H -1.21763 -1.01465 1.32960 0.204
H -0.28547 -2.08411 -0.54935 0.211
H 0.74980 -3.18079 0.72451 0.202
H 2.59920 -1.97475 -0.59452 0.203
H 2.97776 -0.34567 -0.02516 0.135
H 0.83223 -0.94687 -2.25915 0.123
H 2.61176 0.37184 -3.26713 0.482
```

=====

No. 4
Density functional theory data (the ωB97M-V functional and the def2-TZVPD basis) for a cluster of 2 separate species, C7H17NO in total.

Results
Energy above the lowest of the compared OMol25 structures with the same formula, charge and spin in kcal/mol: 45.0
2S+1: 1
Orbital gap in Ha: 0.3950
F_max in eV/Å: 4.40
Molecular weight in g mol⁻¹: 131.2

The geometry in XYZ format:
```
26
Properties=species:S:1:pos:R:3:nbo_charge:R:1
C 3.29151 1.08367 -0.43944 -0.602
C 2.42009 0.44237 0.61316 -0.401
C 1.83161 -0.97561 0.17072 -0.398
C 1.10404 -1.83612 1.25177 -0.400
C 0.90322 -3.29915 0.71463 -0.605
C -2.51029 1.22393 -0.41384 0.679
C -1.98801 2.08332 -1.56487 -0.728
H 3.98987 0.34084 -0.94098 0.201
H 2.57311 1.30273 -1.30835 0.191
H 3.82369 1.96504 0.12241 0.219
H 1.80659 1.19015 1.00806 0.204
H 3.21476 0.34549 1.36583 0.185
H 1.09696 -0.73815 -0.60294 0.187
H 2.65942 -1.41530 -0.38952 0.200
H 0.27207 -1.25197 1.65249 0.219
H 1.83024 -1.98540 2.18115 0.190
H 1.95874 -3.81042 0.62540 0.200
H 0.36526 -3.96151 1.34125 0.210
H 0.47477 -3.36588 -0.30813 0.200
H -3.78008 -0.56046 -0.08930 0.412
H -3.38679 -0.13797 -1.73259 0.382
H -2.65319 2.00733 -2.48265 0.215
H -0.93298 1.91478 -1.76529 0.247
H -2.26807 3.13334 -1.33153 0.250
N -3.28921 0.05656 -0.79409 -0.855
O -2.29162 1.53710 0.77757 -0.602
```

=====

No. 5
Density functional theory data (the ωB97M-V functional and the def2-TZVPD basis) for a structure of composition C24H19BF2N4ORhS.

Results
Energy above the lowest of the compared OMol25 structures with the same formula, charge and spin in kcal/mol: 95.4
2S+1: 1
Charge: -1
Orbital gap (alpha / beta) in Ha: 0.2116 / 0.2116
F_max in eV/Å: 0.24
Molecular weight in g mol⁻¹: 563.2

The geometry in XYZ format:
```
53
Properties=species:S:1:pos:R:3:nbo_charge:R:1
Rh -0.20727 0.50660 -0.21370 0.399
N -0.61523 -1.53997 -0.85905 -0.832
C 0.67312 -2.03675 -1.36457 0.018
C 0.77228 -2.47046 -2.78174 -0.109
C 1.95403 -2.79059 -3.33575 -0.283
C 3.26259 -2.71134 -2.70178 -0.149
C 3.67072 -1.88814 -1.71434 -0.247
C 2.81088 -0.85969 -1.16681 0.260
C 3.30157 0.42849 -0.60076 -0.051
C 4.43146 1.11396 -1.03124 -0.232
C 4.58937 2.45088 -0.68161 -0.208
C 3.55963 3.13529 -0.04494 -0.281
C 2.41324 2.44956 0.35142 0.249
C 2.39187 1.05805 0.26052 -0.131
H -1.35487 -1.62402 -1.54859 0.376
H -0.83678 -2.19202 -0.05239 0.453
H -0.13984 -2.57595 -3.36224 0.204
H 1.94548 -3.20966 -4.33558 0.208
H 4.01348 -3.37067 -3.12655 0.203
H 4.70294 -1.92174 -1.38896 0.214
H 5.14751 0.62845 -1.68287 0.210
H 5.47035 2.99256 -1.00254 0.204
H 3.62347 4.21029 0.08721 0.204
H 1.21366 4.03637 0.79686 0.353
C -0.49468 3.73253 -3.95127 -0.299
C -1.30511 2.78765 -3.33233 -0.181
C -1.10160 2.44543 -2.00939 -0.329
C -0.04838 3.01297 -1.25123 0.251
C 0.75618 3.97418 -1.88853 -0.340
C 0.52166 4.32070 -3.20952 -0.166
N 0.07151 2.54353 0.03437 -0.441
N 1.20656 3.02531 0.77265 -0.474
C 1.31084 0.31703 0.97138 0.172
C 2.81920 -0.29922 2.86226 -0.224
C 2.66220 -1.02679 3.98686 -0.249
C 1.30031 -1.56091 4.02017 -0.257
C 0.63314 -1.13918 2.92716 -0.173
C 1.54427 -0.32185 2.12711 -0.228
H -0.65759 4.00936 -4.98430 0.202
H -2.11980 2.32841 -3.87997 0.203
H -1.80617 1.78046 -1.50446 0.208
H 1.58011 4.43364 -1.36229 0.206
H 1.16295 5.06131 -3.67408 0.198
H 3.70221 0.23409 2.54338 0.205
H 3.41552 -1.19757 4.74383 0.195
H 0.90905 -2.21367 4.78734 0.200
H -0.36498 -1.42117 2.62934 0.225
O -0.12861 -3.40157 0.80963 -1.037
S 0.97601 -3.56317 -0.29484 0.494
N 1.52933 -0.87647 -1.22122 -0.481
F -1.50406 1.41025 2.29509 -0.520
B -1.55147 0.62804 1.21786 1.145
F -2.67081 -0.13374 1.16250 -0.542
```

=====

No. 6
Density functional theory data (the ωB97M-V functional and the def2-TZVPD basis) for a cluster of 2 separate species, C6H8O2 in total.

Results
Energy above the lowest of the compared OMol25 structures with the same formula, charge and spin in kcal/mol: 151.3
2S+1: 1
Orbital gap in Ha: 0.3183
F_max in eV/Å: 11.22
Molecular weight in g mol⁻¹: 112.1

The geometry in XYZ format:
```
16
Properties=species:S:1:pos:R:3:nbo_charge:R:1
C 0.16190 2.06933 0.06866 -0.614
C 0.31160 0.51151 -0.18468 -0.316
C -0.80871 -0.42872 0.39033 0.035
C -0.21399 -1.83793 0.19855 -0.054
C 1.05569 -1.67952 -0.04069 -0.382
C 1.65368 -0.48625 -0.23210 0.555
H -0.68370 2.52131 -0.35971 0.222
H 1.04877 2.50022 -0.46826 0.234
H 0.19634 2.47516 1.24775 0.210
H 0.10468 0.23898 -1.37190 0.229
H -1.22943 -0.11841 1.41404 0.220
H -3.27353 -0.00653 0.10115 0.471
H -0.71157 -2.97913 -0.20650 0.260
H 1.65200 -2.51906 -0.04507 0.224
O -2.09335 -0.29152 -0.45763 -0.767
O 2.82961 0.03057 -0.05394 -0.526
```